Entry 1:
6 unconnected molecules or ions with the total composition C14H27ClN3O11. Source: OMol25; level of theory: wB97M-V/def2-TZVPD.

Values from the calculation:
multiplicity	1
highest occupied orbital energy	-0.22760	Ha
total charge	-1
relative energy (zero: lowest compared OMol25 entry of this formula, charge and spin)	188.8	kJ/mol

Cartesian coordinates (Å):
Cl: 2.43 -0.30 0.78
O: 3.17 -0.71 1.92
O: 1.42 -1.27 0.35
O: 1.83 0.94 1.09
O: 3.35 -0.19 -0.29
O: 3.11 -0.44 -7.42
C: 2.66 -1.02 -6.52
N: 1.71 -0.56 -5.75
C: 3.01 -2.51 -6.23
H: 1.52 0.42 -5.87
H: 1.56 -0.85 -4.79
H: 3.07 -2.87 -5.20
H: 3.94 -2.73 -6.75
H: 2.20 -3.14 -6.59
O: -1.09 0.22 8.26
C: -0.31 -0.06 7.36
N: -0.68 -0.45 6.11
C: 1.19 0.04 7.57
H: -1.66 -0.52 5.88
H: -0.04 -0.92 5.48
H: 1.57 1.06 7.54
H: 1.76 -0.44 6.78
H: 1.46 -0.53 8.46
O: 8.99 4.30 3.68
C: 7.90 3.82 3.34
N: 7.65 2.58 3.62
C: 6.72 4.61 2.75
H: 8.36 1.98 3.99
H: 6.74 2.14 3.59
H: 5.77 4.22 3.13
H: 6.76 4.61 1.66
H: 6.92 5.63 3.06
O: -2.45 -6.74 -5.34
C: -2.82 -5.60 -5.08
O: -3.02 -4.66 -5.93
C: -3.52 -3.38 -5.40
C: -3.49 -3.54 -3.92
C: -3.07 -5.00 -3.68
H: -4.53 -3.22 -5.77
H: -2.93 -2.54 -5.75
H: -4.45 -3.17 -3.55
H: -2.81 -2.84 -3.43
H: -3.91 -5.56 -3.26
H: -2.18 -5.13 -3.07
O: -7.62 2.03 0.30
C: -6.49 2.39 0.56
O: -5.46 1.66 0.31
C: -4.24 2.19 0.75
C: -4.74 3.18 1.84
C: -6.03 3.65 1.26
H: -3.88 2.69 -0.15
H: -3.57 1.39 1.07
H: -4.01 3.98 2.04
H: -4.95 2.65 2.77
H: -6.01 4.46 0.52
H: -6.83 4.04 1.90

Here are the Löwdin charges for atoms 1 to 4, given in e: number 1, Cl, carries 0.562; number 2, O, carries -0.388; number 3, O, carries -0.407; number 4, O, carries -0.379

=====

Entry 2:
A molecular structure, C15H10Br3Cu2F15N2O20S4. Source: OMol25; level of theory: wB97M-V/def2-TZVPD.

Values from the calculation:
multiplicity	3
highest occupied orbital energy (alpha / beta)	-0.38072 / -0.38072	Ha
total charge	0

Cartesian coordinates (Å):
Cu: -5.11 9.27 6.86
Cu: -3.68 7.50 9.66
C: -1.53 8.64 5.54
F: -1.75 9.09 4.34
F: -0.22 8.36 5.62
F: -1.78 9.68 6.37
S: -2.78 7.22 5.91
O: -2.28 6.03 5.26
O: -2.79 7.15 7.36
N: -4.18 8.09 5.35
S: -4.48 7.30 3.95
O: -3.46 7.38 2.90
O: -5.07 5.97 4.04
C: -5.93 8.44 3.30
F: -6.18 8.22 1.96
F: -6.98 8.16 3.98
F: -5.63 9.76 3.54
C: -3.14 7.46 13.97
F: -4.39 8.03 13.84
F: -2.04 8.29 13.99
F: -3.08 6.79 15.02
S: -3.00 6.20 12.48
O: -2.34 4.99 13.02
O: -4.41 5.96 12.19
N: -2.29 7.10 11.15
S: -0.76 6.79 11.29
O: -0.13 7.33 12.44
O: -0.39 5.36 10.99
C: -0.26 7.93 9.77
F: -0.54 7.42 8.55
F: -0.87 9.13 9.89
F: 1.02 8.22 9.89
C: -4.45 10.11 9.42
O: -4.71 9.38 10.32
O: -5.48 10.48 8.75
O: -3.75 9.43 8.70
C: -1.17 3.00 6.86
C: -2.48 3.11 6.15
O: -3.25 3.39 7.33
C: -2.48 4.19 8.15
O: -2.84 5.08 8.95
O: -1.27 4.07 7.72
F: -2.86 1.99 5.60
H: -0.32 3.14 6.19
H: -1.06 2.03 7.35
H: -2.52 3.82 5.31
C: -2.42 13.56 4.43
C: -3.28 14.26 5.54
O: -4.40 13.40 5.44
C: -3.89 12.20 5.48
O: -4.34 11.19 6.00
O: -2.62 12.29 4.92
F: -3.47 15.50 4.97
H: -1.36 13.76 4.56
H: -2.76 13.68 3.40
H: -2.82 14.27 6.53
C: -9.71 10.80 2.31
C: -8.94 9.84 1.27
O: -9.55 10.32 0.08
C: -9.82 11.64 0.18
O: -9.94 12.45 -0.73
O: -9.78 11.99 1.53
F: -9.42 8.57 1.33
H: -9.32 10.85 3.33
H: -10.76 10.54 2.34
H: -7.86 9.88 1.23
C: -2.94 8.85 0.00
Br: -1.67 10.11 0.72
Br: -2.07 7.06 -0.51
Br: -3.94 9.56 -1.64
H: -3.63 8.51 0.77

Here are the Löwdin charges for atoms 1 to 4, given in e: number 1, Cu, carries 0.575; number 2, Cu, carries 0.866; number 3, C, carries -0.628; number 4, F, carries 0.142

=====

Entry 3:
2 unconnected molecules or ions with the total composition C2H9NOS2. Source: OMol25; level of theory: wB97M-V/def2-TZVPD.

Values from the calculation:
multiplicity	1
structure (SMILES)	NCCSS.O
highest occupied orbital energy	-0.33008	Ha
total charge	0
relative energy (zero: lowest compared OMol25 entry of this formula, charge and spin)	20.3	kJ/mol

Cartesian coordinates (Å):
N: 2.07 1.32 0.55
C: 0.87 1.49 -0.28
C: -0.36 1.22 0.61
S: -1.78 0.44 -0.24
S: -1.57 -1.53 0.20
H: 2.01 1.90 1.39
H: 2.89 1.54 0.01
H: 0.82 2.47 -0.76
H: 0.90 0.70 -1.03
H: -0.07 0.50 1.36
H: -0.72 2.18 0.98
H: -1.95 -1.53 1.49
H: 3.20 -0.81 -0.50
H: 3.62 -2.27 -0.55
O: 3.68 -1.45 -1.06

Here are the Löwdin charges for atoms 1 to 4, given in e: number 1, N, carries -0.022; number 2, C, carries -0.340; number 3, C, carries -0.556; number 4, S, carries 0.397

=====

Entry 4:
A molecular structure, C18H21N7O4SZn. Source: OMol25; level of theory: wB97M-V/def2-TZVPD.

Values from the calculation:
multiplicity	1
highest occupied orbital energy	-0.05158	Ha
total charge	-2
relative energy (zero: lowest compared OMol25 entry of this formula, charge and spin)	871.3	kJ/mol

Cartesian coordinates (Å):
Zn: -1.46 0.49 -0.60
C: 1.09 3.48 -0.65
C: 0.51 2.20 -1.17
N: -0.65 2.12 -1.69
N: -1.32 3.29 -1.92
C: -2.62 3.14 -1.89
N: -3.34 4.24 -2.37
S: -3.49 1.81 -1.29
C: 1.28 0.93 -1.04
C: 2.01 0.68 0.12
C: 2.71 -0.51 0.23
C: 2.65 -1.42 -0.81
C: 1.89 -1.08 -1.92
N: 1.23 0.07 -2.05
H: 0.85 4.28 -1.34
H: 2.17 3.40 -0.51
H: 0.62 3.74 0.31
H: -2.80 5.10 -2.32
H: -4.26 4.30 -1.98
H: 1.99 1.39 0.94
H: 3.26 -0.73 1.13
H: 3.15 -2.37 -0.76
H: 1.78 -1.78 -2.74
O: -3.08 -1.12 0.21
N: -3.58 -1.71 -0.79
O: -4.36 -2.65 -0.62
O: -3.28 -1.32 -1.93
O: -1.25 3.31 2.79
C: -1.25 2.50 1.89
N: -1.22 1.70 1.03
C: 0.91 -0.57 3.81
N: 0.61 -1.41 2.66
C: -0.82 -1.71 2.63
C: 1.02 -0.71 1.44
C: 0.75 -1.51 0.18
C: 1.47 -2.70 0.03
C: 1.33 -3.49 -1.10
C: 0.46 -3.06 -2.10
C: -0.25 -1.88 -1.95
C: -0.15 -1.07 -0.80
H: 0.65 -1.10 4.73
H: 0.35 0.38 3.79
H: 1.98 -0.34 3.83
H: -1.10 -2.23 3.55
H: -1.06 -2.34 1.78
H: -1.43 -0.80 2.54
H: 2.10 -0.53 1.52
H: 0.52 0.26 1.36
H: 2.15 -3.00 0.83
H: 1.89 -4.42 -1.20
H: 0.33 -3.66 -2.99
H: -0.91 -1.58 -2.74

Here are the Löwdin charges for atoms 1 to 4, given in e: number 1, Zn, carries 0.524; number 2, C, carries -0.034; number 3, C, carries -0.311; number 4, N, carries -0.054

=====

Entry 5:
3 unconnected molecules or ions with the total composition C32H48F17N3O4P. Source: OMol25; level of theory: wB97M-V/def2-TZVPD.

Values from the calculation:
multiplicity	3
highest occupied orbital energy (alpha / beta)	-0.37426 / -0.39798	Ha
total charge	+1

Cartesian coordinates (Å):
O: -3.52 -3.70 0.85
P: -2.98 -5.33 0.75
O: -2.18 -5.58 2.27
C: -1.51 -5.36 -0.49
N: -0.51 -6.25 -0.47
C: 0.41 -5.87 -1.57
C: 1.58 -6.85 -2.04
C: 2.95 -6.67 -1.19
C: 3.66 -5.26 -1.49
F: 4.90 -5.60 -2.12
F: 2.98 -4.47 -2.44
C: 4.10 -4.46 -0.16
F: 5.13 -3.58 -0.60
F: 4.77 -5.43 0.62
C: 2.92 -3.73 0.61
F: 2.07 -4.80 1.06
F: 2.06 -2.98 -0.24
C: 3.30 -2.94 1.94
F: 2.11 -2.91 2.72
F: 4.22 -3.64 2.76
C: 3.88 -1.48 1.79
F: 5.21 -1.42 1.30
F: 4.04 -1.02 3.14
C: 2.95 -0.39 1.09
F: 1.57 -0.60 1.20
F: 3.18 0.83 1.81
C: 3.29 -0.03 -0.42
F: 3.89 -1.04 -1.17
F: 4.22 1.04 -0.39
C: 2.02 0.58 -1.22
F: 2.48 1.15 -2.43
F: 1.10 -0.41 -1.59
F: 1.42 1.64 -0.52
C: -0.50 -5.18 -2.72
C: -1.36 -4.27 -1.68
H: -3.17 -3.34 1.71
H: -1.27 -5.20 2.19
H: -0.46 -7.03 0.21
H: 0.94 -4.96 -1.15
H: 1.22 -7.92 -1.80
H: 1.78 -6.84 -3.16
H: 2.81 -6.87 -0.08
H: 3.63 -7.51 -1.57
H: 0.29 -4.56 -3.28
H: -1.09 -5.86 -3.41
H: -0.75 -3.33 -1.47
H: -2.36 -4.15 -2.23
C: -1.98 2.90 -3.15
C: -1.92 1.49 -3.78
C: -1.75 1.63 -5.31
C: -3.01 2.11 -6.01
C: -4.20 1.23 -5.65
C: -4.41 1.04 -4.13
N: -3.14 0.71 -3.41
O: -2.87 -0.60 -3.63
C: -5.04 2.31 -3.52
C: -5.50 -0.04 -3.94
C: -0.63 0.88 -3.19
H: -0.99 3.37 -3.14
H: -2.61 3.60 -3.69
H: -2.32 2.86 -2.11
H: -1.46 0.66 -5.74
H: -0.93 2.31 -5.53
H: -3.22 3.16 -5.75
H: -2.86 2.09 -7.09
H: -5.11 1.66 -6.10
H: -4.06 0.26 -6.13
H: -5.06 2.24 -2.42
H: -6.08 2.43 -3.84
H: -4.54 3.23 -3.80
H: -5.26 -0.98 -4.45
H: -6.45 0.29 -4.36
H: -5.67 -0.26 -2.88
H: -0.71 0.79 -2.10
H: 0.23 1.52 -3.40
H: -0.40 -0.10 -3.61
C: 1.70 2.72 5.04
C: 0.39 3.25 4.39
C: 0.72 3.89 3.03
C: 1.43 5.23 3.16
C: 0.64 6.18 4.06
C: 0.26 5.57 5.43
N: -0.30 4.19 5.32
O: -1.58 4.30 4.91
C: 1.49 5.56 6.37
C: -0.72 6.56 6.13
C: -0.43 1.96 4.15
H: 2.05 1.82 4.53
H: 2.53 3.42 4.97
H: 1.55 2.46 6.09
H: -0.21 4.04 2.46
H: 1.34 3.22 2.43
H: 2.44 5.10 3.55
H: 1.54 5.69 2.17
H: 1.22 7.10 4.21
H: -0.27 6.48 3.53
H: 1.28 5.01 7.28
H: 1.76 6.58 6.66
H: 2.39 5.15 5.91
H: -1.60 6.77 5.52
H: -0.23 7.52 6.31
H: -1.05 6.16 7.09
H: -0.66 1.45 5.09
H: 0.14 1.25 3.53
H: -1.36 2.14 3.61

Here are the Löwdin charges for atoms 1 to 4, given in e: number 1, O, carries -0.291; number 2, P, carries 0.976; number 3, O, carries -0.298; number 4, C, carries -0.230

=====

Entry 6:
A single C2H5NO molecule. Source: OMol25; level of theory: wB97M-V/def2-TZVPD.

Values from the calculation:
multiplicity	1
structure (SMILES)	CC(N)=O
highest occupied orbital energy	-0.36172	Ha
total charge	0
relative energy (zero: lowest compared OMol25 entry of this formula, charge and spin)	0.1	kJ/mol

Cartesian coordinates (Å):
C: -1.10 0.09 -0.04
C: 0.36 0.35 -0.36
O: 0.71 1.20 -1.16
N: 1.25 -0.43 0.32
H: -1.29 -0.89 0.40
H: -1.66 0.17 -0.98
H: -1.47 0.86 0.64
H: 2.23 -0.25 0.16
H: 0.98 -1.10 1.01

Here are the Löwdin charges for atoms 1 to 4, given in e: number 1, C, carries -0.016; number 2, C, carries -0.601; number 3, O, carries 0.033; number 4, N, carries 0.144